#one
The following is a DFT calculation (wB97M-V/def2-TZVPD) of a gas-phase ion, C3H4N3 (charge +1).

Structure (XYZ):
```
10
C3H4N3, DFT wB97M-V/def2-TZVPD
N -2.879 0.800 0.115
N -0.261 -1.488 0.033
N -1.573 -1.159 0.048
C 0.655 -0.635 0.006
C -2.149 -0.095 -0.032
C 1.569 0.230 0.169
H -3.491 1.110 -0.590
H 1.782 0.795 -0.829
H -0.197 -2.464 -0.065
H 2.123 0.539 1.131
```

As for the LUMO energy: -0.194 hartree. Its highest occupied orbital energy is -15.01 eV. For the frontier orbital gap, the calculation gives 9.7 eV. Its charge is +1.

=====

#two
The following is a DFT calculation (wB97M-V/def2-TZVPD) of a gas-phase ion, C3H4N3 (charge +1).

Structure (XYZ):
```
10
C3H4N3, DFT wB97M-V/def2-TZVPD
N -2.065 0.805 -0.065
N -1.439 -1.336 0.019
N -2.002 -0.373 0.040
C 1.416 -0.496 -0.012
C 0.187 0.186 0.118
C -0.742 1.161 -0.022
H 2.211 0.150 0.425
H -0.432 2.105 0.116
H 1.359 -1.555 0.506
H 1.506 -0.647 -1.127
```

As for the LUMO energy: -0.298 hartree. Its highest occupied orbital energy is -15.40 eV. For the frontier orbital gap, the calculation gives 7.3 eV. Its charge is +1.

=====

Most favorable structure: #one. The second most favorable one is 68.5 kcal/mol above it.